# C5H8O2

A single C5H8O2 molecule (wB97M-V/def2-TZVPD, the OMol25 dataset).

Highest occupied orbital energy ... -0.3230 Ha
Energy above the lowest of the compared OMol25 structures with the same formula, charge and spin ... 386.9 kJ/mol
Largest force on an atom ... 0.52 eV/A
Kohn-Sham gap ... 0.3491 hartree

Element x y z (Å)
C (-1.1862, -0.7936, 0.8099)
C (-0.1763, 1.7553, -0.0806)
O (0.8075, 2.0017, 0.7732)
C (0.2017, -1.1735, 0.2931)
C (0.6259, -0.4999, -0.9968)
O (-0.3663, 0.0348, -1.8622)
C (0.4650, 0.9497, -1.1673)
H (-1.9120, -0.7578, -0.0077)
H (-1.5162, -1.5328, 1.5433)
H (-1.2237, 0.1877, 1.3009)
H (0.4252, 2.5017, 1.5094)
H (0.9775, -0.9340, 1.0345)
H (0.2411, -2.2605, 0.1524)
H (1.4543, -0.9838, -1.5211)
H (1.1825, 1.5050, -1.7808)

Cartesian forces, eV/Å:
-0.129 0.043 0.073
0.517 0.041 -0.034
-0.405 0.104 -0.061
0.064 -0.157 -0.028
0.155 -0.147 0.219
-0.130 0.006 -0.126
-0.064 0.225 0.055
0.117 -0.074 0.131
0.002 0.031 -0.059
0.088 -0.242 -0.170
0.161 0.069 -0.114
-0.148 -0.094 -0.056
0.000 0.150 -0.058
-0.143 0.122 0.111
-0.086 -0.078 0.116

Results of the Löwdin charge analysis, in e, for atoms 1 through 8: -0.103, -0.007, 0.019, -0.193, -0.260, -0.013, -0.285, 0.084